--- one ---
DFT (ωB97M-V/def2-TZVPD) results for 10 unconnected molecules or ions with the total composition C18H56O10.

Each line ends with the Mulliken charge.
Atoms and positions in Å:
1 C 1.57387 4.31389 0.50004  -1.124
2 C 1.66760 3.41933 1.70980  0.092
3 O 2.38587 2.20397 1.34042  -0.631
4 H 1.05195 3.85634 -0.34848  0.125
5 H 2.59120 4.43385 0.05376  0.299
6 H 1.18171 5.30285 0.79061  0.376
7 H 0.69618 3.12309 2.03093  0.089
8 H 2.07291 4.02418 2.51918  0.271
9 H 2.34432 1.62299 2.11115  0.185
10 C 2.28731 -3.18490 -5.76488  -0.876
11 C 0.79272 -3.03186 -5.92137  -0.048
12 O 0.36807 -4.09614 -6.74873  -0.529
13 H 2.55729 -2.26981 -5.22352  0.237
14 H 2.79564 -3.11022 -6.82146  0.280
15 H 2.67876 -4.02545 -5.17726  0.262
16 H 0.54299 -1.98181 -6.28264  0.227
17 H 0.29554 -3.17929 -4.91993  0.137
18 H -0.63747 -4.12072 -6.71426  0.310
19 C -6.57470 -2.33918 1.44444  -1.204
20 C -5.26046 -1.71837 1.86454  0.356
21 O -4.64778 -2.67438 2.70632  -0.563
22 H -6.96612 -1.76524 0.59531  0.318
23 H -7.17908 -2.34674 2.32861  0.302
24 H -6.50092 -3.36090 1.08661  0.334
25 H -5.36999 -0.67086 2.28158  0.100
26 H -4.56640 -1.44686 1.05939  0.055
27 H -3.74955 -2.31831 2.87623  0.323
28 C 5.54621 1.25560 -0.72616  -1.138
29 C 4.16570 0.80665 -1.44247  -0.244
30 O 3.13650 0.44326 -0.51938  -0.082
31 H 5.31756 2.02054 0.00287  0.237
32 H 6.16776 1.63770 -1.50806  0.427
33 H 6.03137 0.42138 -0.16367  0.267
34 H 4.42296 -0.09034 -2.07046  0.302
35 H 3.85520 1.60715 -2.17919  0.281
36 H 2.96954 1.13254 0.15914  0.319
37 C 2.94991 -4.01160 -0.15365  -1.239
38 C 2.88402 -2.83313 -1.14789  0.421
39 O 2.29070 -3.23363 -2.42222  -0.428
40 H 3.37492 -4.87696 -0.71736  0.305
41 H 1.88773 -4.18329 0.24931  0.299
42 H 3.54948 -3.80371 0.73582  0.360
43 H 3.90412 -2.55104 -1.36553  0.201
44 H 2.34589 -2.01054 -0.70366  -0.210
45 H 1.34171 -3.45509 -2.28996  0.255
46 C 3.12609 -0.77740 3.41419  -0.958
47 C 2.93501 0.23096 4.57203  -0.322
48 O 2.16077 1.24041 3.98630  -0.456
49 H 2.17972 -1.08726 3.04141  0.281
50 H 3.78914 -1.47877 3.80462  0.482
51 H 3.64280 -0.22298 2.59163  0.075
52 H 3.86304 0.69260 4.85844  0.291
53 H 2.42844 -0.30384 5.40087  0.340
54 H 1.61870 1.70512 4.61145  0.215
55 C -2.91337 2.52736 3.98151  -1.200
56 C -2.72261 1.13054 3.43232  -0.239
57 O -2.57749 0.98546 2.07549  -0.305
58 H -2.00940 3.09963 3.70640  0.188
59 H -2.95884 2.45383 5.07106  0.405
60 H -3.84628 2.89966 3.52500  0.350
61 H -3.58818 0.59361 3.73160  0.223
62 H -1.88045 0.70255 3.99597  0.341
63 H -2.90780 1.77425 1.58497  0.285
64 C -0.57705 -0.80164 -0.45050  -0.587
65 C -0.10629 -0.32406 -1.86833  -0.091
66 O 0.70346 0.85108 -1.82422  -0.581
67 H -1.19278 -0.07564 -0.01032  0.047
68 H 0.33359 -1.04409 0.02485  0.149
69 H -1.13056 -1.75374 -0.51122  0.358
70 H -1.00679 -0.06068 -2.40193  0.356
71 H 0.50172 -1.08865 -2.36577  0.117
72 H 1.62259 0.69581 -1.41612  0.261
73 C -4.68700 0.97492 -0.78297  -0.280
74 C -4.56495 2.45792 -0.78417  -0.335
75 O -3.45304 2.83262 0.03632  -0.505
76 H -5.63469 0.64610 -1.21756  0.420
77 H -4.65062 0.67489 0.26296  -0.206
78 H -3.85621 0.51476 -1.30808  0.113
79 H -5.37880 3.05715 -0.34403  0.278
80 H -4.38418 2.89374 -1.84949  0.213
81 H -2.69068 2.74023 -0.52041  0.196
82 O -1.18377 2.75582 -2.18402  -0.600
83 H -1.12979 2.62406 -3.19471  0.292
84 H -0.44618 2.32875 -1.78940  0.352

Computed properties:
- gap between HOMO and LUMO (eV) = 10.22
- structure (SMILES) = CCO.CCO.CCO.CCO.CCO.CCO.CCO.CCO.CCO.O
- LUMO energy (eV) = 0.33
- HOMO energy (eV) = -9.898

--- two ---
DFT (ωB97M-V/def2-TZVPD) results for 10 unconnected molecules or ions with the total composition C18H56O10.

Each line ends with the Mulliken charge.
Atoms and positions in Å:
1 C -3.21966 -20.29138 24.34418  -1.240
2 C -1.72983 -20.00080 24.02021  0.509
3 C -1.38005 -18.54447 23.83650  -1.272
4 O -0.94267 -20.44356 25.01966  -0.531
5 H -3.50362 -19.81745 25.28378  0.343
6 H -3.38215 -21.36817 24.39111  0.302
7 H -3.83142 -19.93172 23.51684  0.351
8 H -1.47009 -20.54885 23.11452  0.198
9 H -1.80074 -18.00069 24.68233  0.314
10 H -1.89295 -18.21650 22.93236  0.314
11 H -0.33074 -18.35397 23.61123  0.410
12 H -0.00600 -20.25907 24.91859  0.302
13 C 11.58312 -24.68900 24.52583  -1.169
14 C 11.50181 -25.02762 26.02345  0.226
15 C 12.26434 -26.30877 26.44333  -1.090
16 O 12.19926 -24.01165 26.76025  -0.531
17 H 11.20078 -23.71022 24.23617  0.318
18 H 11.09428 -25.35804 23.81764  0.331
19 H 12.63889 -24.70969 24.25561  0.304
20 H 10.51090 -25.22270 26.43348  0.307
21 H 11.82519 -27.23160 26.06435  0.326
22 H 12.13175 -26.32943 27.52503  0.302
23 H 13.31130 -26.36441 26.14521  0.316
24 H 13.02287 -23.90186 26.27942  0.359
25 C 3.04658 -18.76167 30.30223  -1.154
26 C 3.67589 -18.83449 31.65531  0.182
27 C 4.06337 -20.24726 32.04340  -1.070
28 O 4.89736 -18.16137 31.60468  -0.537
29 H 2.02067 -19.11432 30.19624  0.368
30 H 3.56998 -19.43709 29.62549  0.292
31 H 3.08331 -17.71225 30.00992  0.308
32 H 3.03387 -18.42231 32.43377  0.365
33 H 4.63992 -20.59271 31.18529  0.286
34 H 3.14418 -20.78422 32.27762  0.312
35 H 4.66184 -20.38111 32.94453  0.292
36 H 5.30774 -18.51689 30.81297  0.358
37 C -1.40556 -29.82778 20.22068  -1.252
38 C -0.26032 -28.89074 19.71749  0.520
39 C 1.03703 -28.86183 20.59173  -1.405
40 O 0.08437 -29.32287 18.41324  -0.549
41 H -2.10246 -29.29267 20.86572  0.308
42 H -1.14245 -30.82517 20.57293  0.300
43 H -1.98931 -30.18090 19.37059  0.365
44 H -0.73248 -27.91101 19.64475  0.220
45 H 1.76378 -28.14856 20.20288  0.390
46 H 1.37541 -29.88233 20.77108  0.393
47 H 0.85942 -28.36728 21.54671  0.373
48 H 0.95183 -29.70791 18.55763  0.337
49 C 5.97576 -18.83456 20.52268  -0.546
50 O 6.82891 -18.34459 21.56025  -0.490
51 H 6.42510 -19.72778 20.08870  0.250
52 H 5.00662 -19.19262 20.87004  0.228
53 H 5.85059 -18.12401 19.70564  0.263
54 H 7.57519 -17.94972 21.10338  0.297
55 C 2.74913 -22.90640 17.34089  -0.435
56 O 2.31405 -22.12680 16.23917  -0.511
57 H 2.42852 -23.93121 17.15364  0.217
58 H 3.83180 -22.90344 17.46705  0.208
59 H 2.28273 -22.59915 18.27693  0.209
60 H 1.75609 -22.59787 15.61599  0.313
61 C 9.56931 -18.60628 27.35044  -0.509
62 O 8.20843 -18.61549 27.80259  -0.481
63 H 10.26031 -19.10989 28.02646  0.224
64 H 9.62575 -18.98567 26.33016  0.218
65 H 9.97403 -17.60500 27.20306  0.255
66 H 7.61155 -18.58165 27.05147  0.293
67 C 6.67257 -28.57875 23.84378  -0.526
68 O 7.60240 -29.47859 24.10891  -0.479
69 H 6.97003 -27.58586 23.50644  0.231
70 H 6.06773 -28.96707 23.02435  0.213
71 H 5.94687 -28.37130 24.63017  0.262
72 H 8.31531 -29.12306 24.64459  0.299
73 C 4.31003 -23.24991 24.18227  -0.572
74 O 4.34002 -21.92619 24.57561  -0.470
75 H 4.50678 -23.59555 23.16742  0.262
76 H 5.00430 -23.80044 24.81710  0.262
77 H 3.36037 -23.62381 24.56495  0.231
78 H 5.18138 -21.55671 24.29776  0.288
79 C -0.69014 -24.44235 29.51111  -0.513
80 O -1.06428 -23.12953 29.67081  -0.490
81 H -1.59509 -25.02649 29.34384  0.229
82 H -0.09698 -24.53936 28.60180  0.228
83 H -0.07637 -24.89012 30.29269  0.224
84 H -0.87303 -22.64588 28.86389  0.322

Computed properties:
- gap between HOMO and LUMO (eV) = 9.76
- structure (SMILES) = CC(C)O.CC(C)O.CC(C)O.CC(C)O.CO.CO.CO.CO.CO.CO
- LUMO energy (eV) = -0.03
- HOMO energy (eV) = -9.784

Q: Which of them is the least stable? A: two.

--- one ---
DFT (ωB97M-V/def2-TZVPD) results for 9 unconnected molecules or ions with the total composition C16H48NO19.

Each line ends with the Mulliken charge.
Atoms and positions in Å:
1 N 22.33958 -23.86815 15.73129  1.043
2 O 22.85061 -23.36139 16.69961  -0.669
3 O 21.31555 -24.52677 15.77181  -0.697
4 O 22.85583 -23.59001 14.67000  -0.677
5 C 28.10801 -19.43343 13.25345  -0.421
6 C 27.66575 -19.24715 11.73733  -0.271
7 O 28.70633 -19.42854 10.79557  -0.530
8 O 27.91547 -20.80511 13.64031  -0.515
9 H 27.53686 -18.70352 13.82715  0.270
10 H 29.16168 -19.16560 13.33182  0.293
11 H 27.27248 -18.23079 11.71574  0.300
12 H 26.88545 -19.96854 11.49479  0.260
13 H 28.90835 -20.36630 10.75842  0.289
14 H 26.96871 -20.96360 13.65241  0.325
15 C 18.68663 -23.94328 22.15967  -0.409
16 C 17.24873 -23.77777 22.75502  -0.361
17 O 17.07368 -22.64294 23.61801  -0.534
18 O 19.13416 -22.76187 21.53109  -0.500
19 H 18.58556 -24.78307 21.47220  0.312
20 H 19.42471 -24.24473 22.90295  0.300
21 H 17.13519 -24.67769 23.35947  0.269
22 H 16.47766 -23.75640 21.98491  0.313
23 H 16.19208 -22.56668 23.99028  0.297
24 H 19.89385 -23.04021 21.01437  0.314
25 C 23.99368 -17.06976 20.36999  -0.220
26 C 23.14659 -15.97197 19.87996  -0.596
27 O 21.90461 -16.50634 19.57265  -0.494
28 O 23.54403 -17.42540 21.65880  -0.512
29 H 25.05876 -16.84665 20.30726  0.351
30 H 23.83044 -17.86259 19.64001  0.213
31 H 23.63972 -15.58427 18.98855  0.331
32 H 23.11669 -15.18016 20.62845  0.301
33 H 22.00574 -16.72536 18.64345  0.315
34 H 24.26145 -17.95908 22.00822  0.310
35 C 17.26870 -28.87426 9.87538  -0.331
36 C 18.06686 -28.27998 11.01345  -0.415
37 O 18.69822 -27.04074 10.67327  -0.533
38 O 18.04443 -29.63940 9.09502  -0.541
39 H 16.80779 -28.11864 9.23923  0.268
40 H 16.51570 -29.54148 10.29478  0.272
41 H 18.79353 -29.01520 11.35915  0.307
42 H 17.42680 -28.06516 11.86918  0.337
43 H 19.14386 -26.65658 11.43184  0.314
44 H 18.78120 -29.15122 8.72024  0.323
45 C 19.70626 -31.24368 18.66314  -0.322
46 C 20.03545 -32.75408 18.55316  -0.333
47 O 21.14292 -33.07010 19.39829  -0.514
48 O 18.49884 -30.80826 18.01192  -0.509
49 H 20.61022 -30.75852 18.29492  0.275
50 H 19.73248 -30.99210 19.72339  0.241
51 H 20.35227 -33.00889 17.54184  0.231
52 H 19.10756 -33.25507 18.82909  0.291
53 H 20.86350 -33.53855 20.18828  0.302
54 H 18.71382 -29.91684 17.72775  0.338
55 C 27.54523 -23.02025 22.87704  -0.383
56 C 28.38752 -22.34231 23.97504  -0.382
57 O 27.91519 -21.05888 24.34282  -0.502
58 O 27.48135 -22.19506 21.68034  -0.521
59 H 26.57792 -23.20740 23.34329  0.287
60 H 27.93542 -24.02243 22.69962  0.311
61 H 29.45026 -22.34650 23.73282  0.264
62 H 28.14330 -23.01150 24.80004  0.302
63 H 28.08925 -20.95566 25.28125  0.311
64 H 26.80632 -22.56778 21.10848  0.313
65 C 20.71320 -17.76451 11.84410  -0.367
66 C 19.99185 -18.71148 10.83376  -0.475
67 O 20.86177 -19.25291 9.84949  -0.504
68 O 21.15569 -18.46070 13.03624  -0.525
69 H 20.07752 -16.88317 11.92927  0.328
70 H 21.60660 -17.42532 11.31981  0.247
71 H 19.26052 -18.15595 10.24669  0.309
72 H 19.48321 -19.46553 11.43441  0.355
73 H 20.41172 -20.08002 9.66254  0.319
74 H 21.58439 -19.25767 12.71583  0.314
75 C 16.02806 -20.02325 17.19239  -0.381
76 C 15.33360 -21.16185 16.54301  -0.465
77 O 15.79390 -22.37414 17.09712  -0.496
78 O 15.59182 -19.81918 18.54164  -0.497
79 H 15.82182 -19.06302 16.71960  0.264
80 H 17.09865 -20.19635 17.08288  0.337
81 H 15.53362 -21.14839 15.47160  0.258
82 H 14.25176 -21.02968 16.55925  0.365
83 H 16.73033 -22.43154 16.89360  0.328
84 H 14.63311 -19.77635 18.56729  0.289

Computed properties:
- gap between HOMO and LUMO (eV) = 6.34
- LUMO energy (eV) = 2.11
- net charge = -1
- HOMO energy (eV) = -4.221

--- two ---
DFT (ωB97M-V/def2-TZVPD) results for 9 unconnected molecules or ions with the total composition C16H48NO19.

Each line ends with the Mulliken charge.
Atoms and positions in Å:
1 N -1.08750 -0.39659 -0.28951  0.944
2 O -1.29673 0.79771 -0.42995  -0.643
3 O -0.23943 -0.98250 -1.01489  -0.654
4 O -1.61379 -1.07707 0.60852  -0.645
5 C 2.36010 -6.52802 3.65912  -0.376
6 C 2.46995 -7.82845 4.43702  -0.324
7 O 2.27321 -7.57083 5.88723  -0.532
8 O 1.10472 -5.85455 3.70857  -0.494
9 H 2.32234 -6.67244 2.57939  0.304
10 H 3.14883 -5.78367 3.76837  0.302
11 H 3.46065 -8.28205 4.46635  0.284
12 H 1.57465 -8.39959 4.19139  0.211
13 H 3.05660 -7.12160 6.21296  0.287
14 H 0.69269 -6.12936 2.88619  0.338
15 C 0.72138 2.10388 -6.18685  -0.174
16 C -0.49976 1.20628 -6.48666  -0.588
17 O -0.06281 -0.15055 -6.26344  -0.513
18 O 0.92575 2.24267 -4.87516  -0.489
19 H 0.47898 3.12199 -6.49147  0.206
20 H 1.73641 1.92457 -6.54135  0.253
21 H -0.68796 1.16297 -7.55942  0.303
22 H -1.35042 1.52070 -5.88200  0.358
23 H -0.31828 -0.39458 -5.37081  0.333
24 H 0.31398 1.74438 -4.32832  0.309
25 C -4.71709 1.44110 5.99637  -0.380
26 C -4.69898 1.79810 7.50616  -0.411
27 O -3.81389 2.90679 7.59403  -0.482
28 O -3.47851 0.81624 5.87225  -0.498
29 H -4.77323 2.33350 5.37302  0.289
30 H -5.51281 0.71876 5.81434  0.327
31 H -4.34926 0.97028 8.12303  0.263
32 H -5.70891 2.04173 7.83598  0.336
33 H -3.88547 3.43359 8.39338  0.260
34 H -3.45194 0.47660 4.97473  0.297
35 C -5.06974 -6.18101 -5.49485  -0.464
36 C -3.83286 -5.58106 -4.70419  -0.198
37 O -4.39022 -4.43790 -3.98284  -0.524
38 O -4.59079 -7.00423 -6.43303  -0.512
39 H -5.81500 -5.52938 -5.95100  0.308
40 H -5.72151 -6.66703 -4.76884  0.251
41 H -3.07416 -5.34278 -5.44964  0.216
42 H -3.31318 -6.37942 -4.17442  0.280
43 H -3.91289 -4.21441 -3.18046  0.311
44 H -4.54612 -6.46118 -7.22340  0.332
45 C 4.04931 0.29935 2.85696  -0.209
46 C 4.20702 1.70806 2.46268  -0.440
47 O 4.16353 2.44596 3.65532  -0.513
48 O 2.82573 0.00906 3.53507  -0.501
49 H 4.90169 0.00581 3.46965  0.204
50 H 4.07038 -0.31747 1.95851  0.323
51 H 3.45854 2.28906 1.92386  0.253
52 H 5.16130 1.92326 1.98193  0.264
53 H 5.00979 2.35102 4.09852  0.288
54 H 2.37977 -0.69767 3.06257  0.330
55 C 4.20768 -6.63627 -3.51964  -0.419
56 C 3.22506 -6.90553 -4.67659  -0.300
57 O 3.46343 -5.86443 -5.70659  -0.520
58 O 3.76452 -5.69029 -2.51181  -0.518
59 H 5.21339 -6.36323 -3.83913  0.284
60 H 4.39229 -7.51969 -2.90842  0.297
61 H 2.24626 -6.81805 -4.20500  0.245
62 H 3.40814 -7.93927 -4.96979  0.327
63 H 3.21699 -5.02692 -5.30728  0.303
64 H 3.63384 -4.78858 -2.81421  0.300
65 C -0.55700 7.19213 5.77720  -0.462
66 C -0.37222 6.62815 4.37566  -0.418
67 O -0.69788 5.26027 4.33467  -0.498
68 O -0.02515 6.45260 6.85636  -0.491
69 H -1.63843 7.28718 5.87503  0.279
70 H -0.26861 8.24321 5.76498  0.356
71 H 0.69828 6.65582 4.17225  0.299
72 H -0.92078 7.16893 3.60446  0.316
73 H -0.38569 4.96264 3.47703  0.308
74 H -0.23179 7.03844 7.58828  0.312
75 C -0.07945 8.90604 -4.25195  -0.355
76 C -0.87977 8.07867 -3.37777  -0.474
77 O -0.08484 7.40506 -2.43154  -0.521
78 O -0.08460 10.18384 -3.68223  -0.497
79 H -0.45690 8.97263 -5.27234  0.302
80 H 0.87741 8.48379 -4.55891  0.333
81 H -1.37864 7.29853 -3.95276  0.301
82 H -1.83603 8.46241 -3.02222  0.303
83 H -0.16921 6.45341 -2.52554  0.318
84 H 0.66543 10.61061 -4.10285  0.290

Computed properties:
- gap between HOMO and LUMO (eV) = 6.52
- LUMO energy (eV) = 2.07
- net charge = -1
- HOMO energy (eV) = -4.449

Q: Which of them is the least stable? A: two.